68
Properties=species:S:1:pos:R:3:mulliken_charge:R:1 method="wB97M-V/def2-TZVPD" lumo_energy_ev=0.22 homo_lumo_gap_ev=8.632 charge=0 largest_force_ev_per_a=0.57 e_tot_ev=-67847.60134
Bi 0.68358 0.75663 -1.13661 0.8645
C 1.39269 0.31479 -4.70443 -0.5096
C 0.00493 0.37575 -4.71092 -0.5067
C -0.73597 -0.60698 -4.06475 -0.2677
C -0.09425 -1.64764 -3.40539 -0.2252
C 1.29474 -1.71012 -3.40558 -0.3528
C 2.03730 -0.73012 -4.05494 -0.2867
H 1.97154 1.07918 -5.20724 0.4325
H -0.49980 1.18781 -5.21856 0.4018
H -1.81662 -0.55865 -4.07805 0.3227
H -0.67002 -2.39530 -2.87483 0.3292
H 1.79723 -2.51645 -2.88727 0.3512
H 3.11880 -0.77687 -4.04635 0.3938
I 2.07869 3.66391 -1.40626 -0.0681
C 1.68456 3.90795 0.63875 0.1981
C 2.00649 5.13574 1.14231 -0.5337
C 1.83535 5.40608 2.51305 -0.6789
C 1.36295 4.42735 3.33077 -0.9126
C 1.02559 3.14925 2.82463 1.1764
C 0.55230 2.15868 3.71937 -0.8925
C 0.22396 0.91992 3.26836 -1.2372
C 0.33490 0.62909 1.89303 -0.3868
C 0.77789 1.55018 0.97941 -0.0426
C 1.16093 2.84997 1.43586 0.2366
H 2.40231 5.90285 0.49167 0.4024
H 2.09167 6.38246 2.90140 0.3941
H 1.23702 4.60717 4.39145 0.3719
H 0.46575 2.41207 4.76898 0.3684
H -0.13062 0.15761 3.95051 0.4680
H 0.06181 -0.36577 1.56216 0.6373
C -4.50340 -1.02624 -2.31685 -0.8747
C -4.57827 -1.56287 -0.89395 -1.4594
C -3.72975 -0.76371 0.11782 2.6406
C -3.91840 -1.36396 1.52278 -1.5909
C -3.09874 -0.66454 2.59871 -0.8679
C -4.25931 0.65987 0.13172 -0.1729
O -5.37863 0.93519 0.49452 -0.6358
N -3.39565 1.65109 -0.28656 0.1414
C -2.08119 1.45847 -0.64769 0.1859
O -1.38263 2.42020 -0.99155 -0.7288
N -1.54397 0.21874 -0.61788 1.0776
C -2.25585 -0.90250 -0.28446 -0.9814
O -1.73810 -2.00096 -0.28583 -0.6131
H -5.07532 -1.65751 -2.99643 0.5123
H -3.47202 -1.00532 -2.67307 -0.0924
H -4.90834 -0.01444 -2.38737 0.2907
H -4.21964 -2.59220 -0.85792 0.4836
H -5.60926 -1.54803 -0.53748 0.4340
H -3.64004 -2.41656 1.46128 0.4597
H -4.98187 -1.30522 1.75812 0.4537
H -2.02974 -0.76685 2.40674 -0.0596
H -3.30272 -1.09816 3.57769 0.5542
H -3.33357 0.40119 2.65578 0.2823
H -3.73668 2.60206 -0.29450 0.2952
I 6.64452 -5.18352 2.26164 0.0887
C 5.33352 -3.76582 1.46653 -0.0213
C 3.97295 -4.03711 1.43693 -0.5919
C 3.10448 -3.09586 0.90723 -0.3370
C 3.59900 -1.89362 0.41562 0.1783
C 4.96358 -1.63326 0.45403 -0.2724
C 5.83967 -2.56923 0.97786 -0.5728
C 2.67775 -0.87400 -0.15826 0.9793
O 1.41952 -1.16917 -0.22670 -0.4724
O 3.09995 0.21770 -0.56644 -0.8066
H 3.59391 -4.97339 1.82205 0.3794
H 2.04079 -3.28802 0.86850 0.4383
H 5.32607 -0.68894 0.07021 0.4421
H 6.90163 -2.36999 1.00664 0.3864



71
Properties=species:S:1:pos:R:3:mulliken_charge:R:1 method="wB97M-V/def2-TZVPD" lumo_energy_ev="3.09 / 2.29" homo_lumo_gap_ev="4.337 / 2.588" charge=-2 largest_force_ev_per_a=3.44 e_tot_ev=-116906.26148
Pt -0.31618 0.02138 -1.02450 0.3442
O 1.61252 0.49703 -0.34576 -0.8842
C 1.67748 1.44331 -1.19529 0.9406
O 0.59146 1.80121 -1.78610 -0.6478
C 2.92971 2.05611 -1.55376 -0.1503
C 2.97983 2.93125 -2.65719 -0.5119
C 4.17767 3.31697 -3.18148 -0.4101
C 5.38443 2.84830 -2.61359 -0.0994
C 5.33722 2.08213 -1.42738 -0.3527
C 4.13463 1.68478 -0.91966 -0.4599
N 6.58667 3.11388 -3.22661 0.9214
O 6.59712 3.78876 -4.28920 -0.6546
O 7.65181 2.66227 -2.73052 -0.6575
H 2.04371 3.25936 -3.08668 0.5242
H 4.23800 3.95282 -4.05063 0.4542
H 6.27709 1.80771 -0.96678 0.4501
H 4.08106 1.07185 -0.03114 0.4863
Te -1.13657 2.74154 0.13743 -0.0125
C -2.14160 3.16301 1.96489 -0.1137
C -2.00029 4.43460 2.51297 -0.5614
C -2.48575 4.73589 3.76806 -0.4614
C -3.11608 3.75751 4.52140 -0.4337
C -3.28505 2.49517 3.97842 -0.2966
C -2.81968 2.20674 2.70982 -0.2840
H -1.47160 5.18462 1.93953 0.2916
H -2.34563 5.73072 4.17221 0.3307
H -3.46267 3.97374 5.52486 0.3347
H -3.75516 1.71620 4.56451 0.3229
H -2.96904 1.21771 2.29828 0.3374
C 0.41650 -4.56037 3.82128 -1.6036
C 0.17904 -3.24230 3.12965 0.7643
C 0.25304 -2.04761 3.82537 -0.8744
C -0.01158 -0.85735 3.15361 0.1048
C 0.02669 0.45140 3.88867 -1.1648
C -0.26794 -0.88119 1.80235 0.1553
C -0.22048 -2.05858 1.01897 0.2773
C -0.06990 -3.24677 1.76695 -0.8652
N -0.36309 -1.93378 -0.32674 0.3449
C -0.00476 -2.91284 -1.35747 1.7887
C 1.05519 -2.26837 -2.27834 -1.6166
C 0.63580 -4.23908 -0.90417 -2.4583
C -1.26941 -3.25801 -2.17496 -1.5252
H 0.37820 -4.45526 4.90486 0.3751
H 1.40016 -4.95168 3.55040 0.2712
H -0.33234 -5.29390 3.51972 0.3525
H 0.48432 -2.03298 4.88247 0.2185
H 0.22163 0.30576 4.95060 0.3726
H -0.91446 0.98893 3.79208 -0.0582
H 0.80798 1.08874 3.47592 0.2558
H -0.48430 0.05542 1.29755 0.5138
H -0.16133 -4.21389 1.31295 0.3520
H 1.94922 -2.04764 -1.69548 0.3616
H 0.67856 -1.33625 -2.70305 0.1248
H 1.32613 -2.93241 -3.09985 0.5273
H 1.42955 -4.05392 -0.18594 0.5551
H 1.06862 -4.72599 -1.77844 0.5154
H -0.09991 -4.92251 -0.48966 0.3759
H -1.58451 -2.41047 -2.77956 0.2444
H -2.08185 -3.50602 -1.49519 0.2904
H -1.08711 -4.10917 -2.83057 0.4987
Cl -3.38435 -0.79113 0.14734 -0.1696
C -3.31528 -0.35268 -1.51263 1.4184
C -2.05010 -0.06155 -2.03894 -2.0381
C -2.04267 0.29047 -3.40011 1.1536
Cl -0.53185 0.64333 -4.14981 -0.1555
C -3.18986 0.35767 -4.17795 -0.2392
Cl -3.10072 0.78150 -5.84275 -0.2382
C -4.41948 0.04588 -3.60989 0.5323
Cl -5.84292 0.06619 -4.57639 -0.2440
C -4.48141 -0.31658 -2.26744 0.0025
Cl -5.99412 -0.75158 -1.57152 -0.2428



68
Properties=species:S:1:pos:R:3:mulliken_charge:R:1 method="wB97M-V/def2-TZVPD" lumo_energy_ev="-5.95 / -5.94" homo_lumo_gap_ev="8.831 / 8.824" multiplicity=3 charge=+2 largest_force_ev_per_a=0.35 s_squared=2.0053 e_tot_ev=-88141.43992
Ni -0.17736 -0.44073 -0.08327 1.1831
C -0.63269 -2.76522 -1.97049 -1.1499
C -0.04071 -3.83568 -1.07574 -0.9496
C 0.91954 -3.45674 0.02314 0.5987
C 1.83423 -4.40971 0.46152 -0.9843
C 2.55969 -4.18832 1.61486 -0.6252
C 2.33486 -3.01657 2.32613 -1.0188
C 1.45140 -2.10191 1.80322 -0.5550
N 0.77463 -2.28199 0.65416 0.6687
N -1.42030 -1.69975 -1.29126 1.1230
C -1.86729 -0.74947 -2.33388 -1.5000
C -0.69086 0.00069 -2.91493 0.8252
C -0.72642 0.49621 -4.20429 -0.9539
C 0.36568 1.20462 -4.68159 -0.5339
C 1.46181 1.37635 -3.85100 -0.9397
C 1.41850 0.84242 -2.57775 -0.3571
N 0.36512 0.16754 -2.10377 0.5035
C -2.57137 -2.23895 -0.53484 -1.8532
C -2.59725 -1.82155 0.92528 0.8578
C -3.58505 -2.30356 1.77269 -1.0824
C -3.60721 -1.88443 3.08932 -0.4559
C -2.64536 -0.98092 3.52639 -1.0115
C -1.70193 -0.54664 2.62322 -0.3657
N -1.66806 -0.96576 1.34882 0.4193
H -1.28196 -3.25742 -2.70257 0.2915
H 0.16478 -2.27768 -2.52694 0.5006
H 0.45408 -4.55218 -1.73282 0.5897
H -0.84178 -4.40382 -0.59286 0.2774
H 1.94497 -5.33231 -0.09377 0.5087
H 3.27368 -4.92199 1.96594 0.4453
H 2.84075 -2.81035 3.25932 0.5153
H 1.27467 -1.16406 2.31544 0.5403
H -2.55979 -0.04011 -1.87774 0.5345
H -2.41045 -1.26396 -3.13257 0.5616
H -1.59595 0.32197 -4.82545 0.5228
H 0.36375 1.60663 -5.68646 0.4519
H 2.34333 1.90871 -4.17972 0.4862
H 2.26692 0.95460 -1.91378 0.3540
H -2.57747 -3.32622 -0.59094 0.5382
H -3.50436 -1.91833 -1.00360 0.5762
H -4.32714 -2.99656 1.39626 0.5535
H -4.36687 -2.25084 3.76764 0.4387
H -2.62900 -0.62146 4.54536 0.4786
H -0.93910 0.16745 2.91502 0.5105
O 3.93290 5.29147 0.66513 -0.5473
N 2.90036 5.40626 1.29362 0.9418
O 2.60214 6.33234 2.00555 -0.5391
C 1.88062 4.35391 1.08561 0.0765
C 0.60355 4.75486 1.04900 -0.9655
C -0.43532 3.81103 0.75272 0.9602
C -1.78760 4.18142 0.65533 -0.6585
C -2.72098 3.22632 0.34431 -1.2953
C -2.28654 1.91941 0.10913 -0.1909
N -1.02075 1.55021 0.17811 0.4843
C -0.10204 2.47771 0.52663 -0.5569
C 1.27219 2.04333 0.67746 0.3266
N 1.51614 0.71342 0.56933 0.4608
C 2.76720 0.29545 0.63235 -0.3058
C 3.84125 1.15753 0.85750 -1.1063
C 3.60375 2.49829 1.01652 -0.9613
C 2.28287 2.97879 0.91437 0.6340
H 0.36164 5.79503 1.22331 0.5650
H -2.07838 5.20932 0.83485 0.4999
H -3.77287 3.46447 0.27034 0.4626
H -3.00578 1.14750 -0.14125 0.4930
H 2.93567 -0.76769 0.50827 0.6006
H 4.84407 0.75795 0.91559 0.5037
H 4.41923 3.17973 1.20452 0.5993